i.
Here is 2 unconnected molecules or ions with the total composition CH3NO2 from the OMol25 dataset. Energies are from wB97M-V/def2-TZVPD.

Calculated values
gap between HOMO and LUMO (spin up / spin down)	9.303 / 8.640	eV
total charge	0
HOMO energy (spin up / spin down)	-10.030 / -9.539	eV

XYZ file:
```
7
Properties=species:S:1:pos:R:3:mulliken_charge:R:1
C -0.21535 -1.21294 0.16188 -0.603
N -0.44423 0.88951 -0.55924 -0.079
O 0.69117 2.75118 0.07092 -0.435
O 0.43319 1.47869 0.07593 0.236
H -0.15388 -1.59726 -0.95448 0.236
H 0.74339 -0.87581 0.55540 0.312
H -1.05428 -1.43337 0.64959 0.333
```

---

ii.
Here is CH3NO2 in the gas phase from the OMol25 dataset. Energies are from wB97M-V/def2-TZVPD.

Calculated values
gap between HOMO and LUMO	8.716	eV
SMILES string	[O-]/[NH+]=C/O
total charge	0
HOMO energy	-8.381	eV

XYZ file:
```
7
Properties=species:S:1:pos:R:3:mulliken_charge:R:1
O 1.99475 0.16768 0.08510 -0.609
N 0.75813 0.21817 0.31609 0.115
C -0.02535 -0.40166 -0.45736 0.088
O -1.40932 -0.16217 -0.30524 -0.521
H 0.32921 0.98242 0.98715 0.234
H 0.07365 -1.14495 -1.15577 0.388
H -1.72108 0.34050 0.53003 0.305
```

---

What are the relative energies? In hartree: i 0.2101; ii 0.0000.

---

i.
Here is CH3NO2 in the gas phase from the OMol25 dataset. Energies are from wB97M-V/def2-TZVPD.

Calculated values
gap between HOMO and LUMO	10.215	eV
SMILES string	O[C@@H]1NO1
total charge	0
HOMO energy	-9.551	eV

XYZ file:
```
7
Properties=species:S:1:pos:R:3:mulliken_charge:R:1
O -0.06776 -0.81638 -0.61787 -0.475
C -0.06960 0.17178 0.29930 0.295
N 0.65941 1.34311 0.08046 -0.432
O 1.20949 0.42265 1.04100 -0.331
H -0.39953 -1.63723 -0.23456 0.339
H -0.93394 0.26410 0.95025 0.333
H 1.21993 1.28686 -0.77325 0.271
```

---

ii.
Here is CH3NO2 in the gas phase from the OMol25 dataset. Energies are from wB97M-V/def2-TZVPD.

Calculated values
gap between HOMO and LUMO	11.067	eV
SMILES string	O=CNO
total charge	0
HOMO energy	-10.303	eV

XYZ file:
```
7
Properties=species:S:1:pos:R:3:mulliken_charge:R:1
O -0.12302 -1.62737 -0.74662 -0.528
C -0.33216 -0.66915 -0.03878 0.127
N 0.47513 0.42330 0.00095 -0.115
O -0.07859 1.55166 0.61045 -0.399
H -1.15895 -0.61852 0.71085 0.314
H 1.02610 0.61903 -0.81878 0.252
H 0.41274 1.65693 1.42329 0.349
```

---

What are the relative energies? In hartree: i 0.0430; ii 0.0000.

---

i.
Here is C6H8N2O3S in the gas phase from the OMol25 dataset. Energies are from wB97M-V/def2-TZVPD.

Calculated values
gap between HOMO and LUMO (spin up / spin down)	7.106 / 7.105	eV
total charge	0
HOMO energy (spin up / spin down)	-7.501 / -7.501	eV

XYZ file:
```
20
Properties=species:S:1:pos:R:3:mulliken_charge:R:1
C -0.12950 -2.02612 0.02122 -0.232
C -0.99203 -1.19467 -0.73735 -0.033
C 0.70441 -1.88404 1.14225 -0.315
C -1.63534 -0.08770 -0.44187 -0.162
C 0.54061 0.40777 2.12001 -0.369
C 1.19703 1.81364 -1.17649 -0.654
N 0.97109 -0.90475 2.08140 -0.139
N -2.20067 0.93937 -1.19883 1.118
O -3.22765 0.83771 -1.81399 -0.648
O -1.58867 1.98574 -1.11917 -0.704
O 0.83348 0.64057 -0.52422 -0.261
S -0.28933 1.03562 0.73928 0.008
H -0.06585 -3.02000 -0.36220 0.278
H -1.05335 -1.62179 -1.82325 0.217
H 1.11774 -2.87882 1.34530 0.294
H 0.39227 0.94229 3.02367 0.432
H 1.56806 1.58882 -2.17672 0.242
H 1.94204 2.27680 -0.57976 0.274
H 0.28368 2.40670 -1.35414 0.368
H 1.63198 -1.25714 2.83486 0.286
```

---

ii.
Here is a molecular structure, C6H8N2O3S from the OMol25 dataset. Energies are from wB97M-V/def2-TZVPD.

Calculated values
gap between HOMO and LUMO	8.496	eV
total charge	0
HOMO energy	-8.983	eV

XYZ file:
```
20
Properties=species:S:1:pos:R:3:mulliken_charge:R:1
C 0.50814 0.33956 -0.26101 0.926
C 1.54588 1.12846 0.02095 -1.218
C -0.10480 1.09207 -2.54709 -0.028
C 0.15639 -0.86293 0.58500 -0.799
C -1.17214 -0.79307 1.34135 -0.636
C -2.17386 0.05374 -1.09512 -0.300
N -0.27466 0.48197 -1.37876 -0.048
N -2.33198 -1.29496 -1.64327 1.039
O -3.45599 -1.53891 -2.00340 -0.595
O -0.97972 1.31868 -3.34495 -0.556
O -1.39595 -2.04786 -1.67695 -0.514
S -2.43256 0.31694 0.59538 -0.115
H 1.82080 1.96224 -0.59995 0.299
H 2.17575 0.92488 0.86512 0.283
H 0.96021 1.32001 -2.74117 0.331
H 0.13850 -1.72605 -0.08358 0.286
H 0.95272 -1.01273 1.31099 0.420
H -1.60605 -1.78629 1.44389 0.343
H -1.03900 -0.36006 2.33232 0.446
H -2.66741 0.78905 -1.72214 0.433
```

---

What are the relative energies? In hartree: i 0.1441; ii 0.0000.